Entry 1:
ORCA calculation (ωB97M-V/def2-TZVPD) on C30H50ClF5MoP2Si2 as an isolated structure at a distorted geometry.

Results
- largest force on an atom (Eh/bohr) = 0.0205
- HOMO level (spin up / spin down) (eV) = -7.021 / -6.473

Geometry as ORCA input:
```
! RIJCOSX wB97M-V def2-TZVPD def2/J DEFGRID3
* xyz 0 3
Mo 0.34 -0.33 -0.31
C 1.82 -0.19 -1.94
C 1.05 -1.40 -2.06
C -0.30 -0.98 -2.35
Si 1.68 -3.10 -1.63
C -0.34 0.44 -2.39
C 0.97 0.96 -2.07
Si 1.57 2.75 -2.08
H 2.89 -0.15 -1.75
H -1.12 -1.62 -2.63
H -1.18 1.04 -2.73
Cl -4.09 0.18 1.40
C 3.43 2.69 -1.87
C 1.05 3.64 -3.64
C 3.53 -2.97 -1.45
C 1.11 -4.35 -2.88
H 1.68 3.29 -4.47
H 1.21 4.72 -3.52
H 0.00 3.46 -3.90
H 3.69 2.21 -0.92
H 3.84 3.71 -1.88
H 3.88 2.12 -2.70
H 1.71 -4.20 -3.80
H 0.05 -4.25 -3.13
H 1.30 -5.37 -2.49
H 3.95 -2.55 -2.38
H 3.95 -3.98 -1.30
H 3.82 -2.33 -0.61
C 0.80 3.61 -0.57
C 0.95 -3.49 0.09
P -0.80 2.85 -0.12
H 0.76 4.70 -0.67
H 1.51 3.41 0.24
P -0.67 -2.68 0.35
H 1.66 -3.04 0.79
H 0.92 -4.57 0.29
C -1.22 -3.04 2.09
C -1.84 -3.69 -0.72
C -1.99 3.63 -1.36
C -1.31 3.61 1.51
C -1.25 2.53 2.60
H -2.37 3.91 1.37
C -0.52 4.85 1.93
H 0.54 4.60 2.11
H -0.93 5.24 2.87
H -0.56 5.65 1.19
H -1.89 1.68 2.38
H -1.57 2.95 3.56
H -0.22 2.17 2.72
H -1.56 3.33 -2.33
C -2.04 5.15 -1.27
C -3.41 3.05 -1.27
H -1.06 5.63 -1.45
H -2.43 5.49 -0.30
H -2.72 5.52 -2.05
H -3.44 2.01 -1.61
H -4.07 3.63 -1.92
H -3.81 3.09 -0.25
H -1.42 -3.56 -1.73
C -3.27 -3.13 -0.72
C -1.85 -5.19 -0.39
H -0.86 -5.65 -0.42
H -2.48 -5.70 -1.14
H -2.31 -5.38 0.59
H -3.33 -2.18 -1.25
H -3.67 -3.01 0.29
H -3.92 -3.84 -1.25
C -1.01 -1.80 2.97
C -0.56 -4.28 2.71
H -2.30 -3.23 2.00
H 0.51 -4.12 2.86
H -0.71 -5.18 2.11
H -1.02 -4.45 3.70
H 0.02 -1.42 2.89
H -1.20 -2.06 4.02
H -1.70 -0.99 2.69
C -2.82 0.11 0.19
H -3.25 0.04 -0.81
H -2.21 -0.79 0.41
H -2.21 1.02 0.29
F 2.21 -2.72 2.55
C 2.56 -1.39 2.47
C 1.93 -0.46 1.62
C 2.36 0.82 1.92
F 1.75 1.92 1.36
C 3.35 1.21 2.83
F 3.64 2.52 2.99
C 4.01 0.23 3.57
F 4.97 0.56 4.45
C 3.60 -1.08 3.37
F 4.18 -2.06 4.10
*
```

Löwdin atomic charge list, values in e, 6 entries: 1.12, -0.24, -0.41, -0.24, 0.50, -0.20

---

Entry 2:
ORCA calculation (ωB97M-V/def2-TZVPD) on C3H9N3 as an isolated structure at a distorted geometry.

Results
- largest force on an atom (Eh/bohr) = 0.0721
- HOMO level (eV) = -8.470

Geometry as ORCA input:
```
! RIJCOSX wB97M-V def2-TZVPD def2/J DEFGRID3
* xyz 0 1
C -0.06 -1.57 -0.52
N -1.03 0.73 -0.24
C -0.02 -0.08 -0.41
N -2.25 0.24 0.23
N 1.92 0.98 0.73
C 1.15 0.81 -0.50
H 0.10 1.70 -0.32
H -2.18 -0.26 1.11
H -2.91 1.01 0.31
H 1.48 1.60 1.39
H 2.13 0.10 1.19
H 1.82 0.56 -1.33
H -0.99 -1.91 -0.97
H 0.03 -2.03 0.46
H 0.79 -1.90 -1.12
*
```

Löwdin atomic charge list, values in e, 6 entries: -0.03, -0.08, -0.38, 0.02, -0.03, -0.27

---

Entry 3:
ORCA calculation (ωB97M-V/def2-TZVPD) on one molecule with the formula C8H13Br2 at a distorted geometry.

Results
- largest force on an atom (Eh/bohr) = 0.0419
- HOMO level (spin up / spin down) (eV) = -8.605 / -8.877

Geometry as ORCA input:
```
! RIJCOSX wB97M-V def2-TZVPD def2/J DEFGRID3
* xyz 0 2
Br -1.46 -0.36 -0.06
Br 0.32 -0.17 1.79
C -4.87 1.24 2.83
C -3.83 0.19 2.46
C -4.37 -1.21 2.61
C -3.30 -2.25 2.28
C -2.12 -2.12 3.23
C -1.71 -0.69 3.48
C -2.54 0.35 3.19
C -0.30 -0.49 3.78
H -4.44 2.23 2.64
H -5.79 1.18 2.23
H -5.12 1.12 3.88
H -3.61 0.34 1.39
H -4.75 -1.40 3.63
H -5.19 -1.36 1.90
H -3.70 -3.27 2.41
H -2.99 -2.11 1.23
H -2.48 -2.53 4.19
H -1.26 -2.72 2.92
H -2.18 1.39 3.23
H 0.29 -1.33 4.19
H 0.06 0.51 4.02
*
```

Löwdin atomic charge list, values in e, 6 entries: 0.10, 0.52, -0.07, -0.43, -0.18, -0.21

---

Entry 4:
ORCA calculation (ωB97M-V/def2-TZVPD) on a 5-piece molecular cluster, C46H95Cl2N9O2PS2 overall at a distorted geometry.

Results
- largest force on an atom (Eh/bohr) = 0.0373
- HOMO level (eV) = -9.710

Geometry as ORCA input:
```
! RIJCOSX wB97M-V def2-TZVPD def2/J DEFGRID3
* xyz 1 1
C -0.77 0.00 4.46
C -0.69 -0.45 3.36
N -0.53 -0.96 2.10
C -0.48 0.03 1.02
C 0.69 1.03 1.24
C 0.29 2.33 1.90
O 1.75 0.35 1.89
C -0.40 -2.29 1.95
N -0.29 -2.98 3.13
C 1.06 -2.94 3.72
C 1.01 -2.53 5.18
O 2.00 -2.30 5.81
C -0.96 -4.30 3.12
C -2.07 -4.31 4.18
C -2.87 -3.00 4.22
S -4.66 -3.33 4.38
C -5.30 -2.01 3.40
S -6.35 -2.31 2.21
N -4.82 -0.74 3.72
C -4.84 0.38 2.92
C -4.24 1.34 3.65
N -3.87 0.87 4.89
C -4.23 -0.37 4.91
N -0.32 -2.90 0.71
C -1.49 -2.96 -0.21
Cl -1.33 -4.49 -1.10
C -2.86 -2.80 0.50
C -3.47 -1.42 0.30
Cl -4.08 -3.94 -0.14
P 1.26 -3.18 0.01
C 2.29 -4.26 1.06
C 3.02 -5.27 0.14
C 2.17 -1.66 -0.47
C 2.53 -1.81 -1.97
H -0.96 0.46 5.40
H -0.42 -0.44 0.05
H -1.39 0.63 1.09
H 1.02 1.29 0.23
H -0.24 2.98 1.22
H -0.26 2.20 2.83
H 1.21 2.86 2.16
H 2.20 0.94 2.49
H 1.66 -2.18 3.22
H 1.57 -3.90 3.66
H 0.01 -2.47 5.65
H -1.34 -4.57 2.14
H -0.26 -5.08 3.41
H -1.60 -4.44 5.15
H -2.70 -5.19 4.03
H -2.58 -2.45 5.11
H -2.68 -2.35 3.38
H -5.25 0.40 1.93
H -4.05 2.35 3.33
H -4.09 -1.03 5.75
H -1.43 -2.21 -0.99
H -2.82 -3.05 1.56
H -4.50 -1.47 0.66
H -2.99 -0.65 0.88
H -3.53 -1.19 -0.76
H 3.03 -3.71 1.63
H 1.62 -4.81 1.72
H 4.06 -5.38 0.43
H 2.52 -6.23 0.19
H 2.97 -4.96 -0.90
H 1.61 -0.75 -0.35
H 3.10 -1.56 0.09
H 2.63 -2.84 -2.27
H 1.68 -1.42 -2.54
H 3.39 -1.21 -2.25
C -4.16 -3.62 -7.83
C -3.25 -3.01 -6.78
N -3.88 -1.94 -6.03
C -2.94 -1.20 -5.20
C -2.26 -1.94 -4.04
C -5.15 -2.26 -5.40
C -5.18 -3.42 -4.39
H -4.52 -2.86 -8.53
H -3.61 -4.37 -8.40
H -5.02 -4.12 -7.39
H -2.38 -2.59 -7.28
H -2.87 -3.82 -6.13
H -3.46 -0.31 -4.81
H -2.16 -0.81 -5.86
H -2.94 -2.08 -3.20
H -1.42 -1.35 -3.67
H -1.87 -2.91 -4.34
H -5.86 -2.48 -6.19
H -5.53 -1.36 -4.92
H -4.59 -4.28 -4.73
H -6.21 -3.76 -4.25
H -4.81 -3.13 -3.41
C 6.49 -3.04 -3.50
C 5.55 -3.85 -4.39
N 4.91 -3.07 -5.43
C 3.85 -3.79 -6.10
C 4.21 -5.04 -6.92
C 5.80 -2.31 -6.30
C 6.87 -3.08 -7.08
H 5.97 -2.20 -3.03
H 6.88 -3.68 -2.71
H 7.35 -2.64 -4.05
H 4.77 -4.26 -3.75
H 6.11 -4.70 -4.80
H 3.31 -3.09 -6.75
H 3.12 -4.09 -5.34
H 4.67 -4.78 -7.87
H 3.31 -5.60 -7.15
H 4.88 -5.70 -6.38
H 6.31 -1.56 -5.68
H 5.19 -1.73 -6.99
H 7.36 -3.85 -6.48
H 7.65 -2.40 -7.42
H 6.46 -3.56 -7.97
C 3.82 8.06 3.20
C 3.33 6.64 3.43
N 4.40 5.68 3.60
C 3.95 4.31 3.57
C 3.01 3.82 4.68
C 5.37 6.00 4.63
C 4.86 6.17 6.07
H 4.48 8.11 2.34
H 2.96 8.72 3.01
H 4.34 8.46 4.07
H 2.75 6.33 2.55
H 2.62 6.64 4.27
H 4.83 3.65 3.53
H 3.44 4.16 2.60
H 3.54 3.64 5.61
H 2.56 2.86 4.38
H 2.20 4.51 4.87
H 5.89 6.92 4.34
H 6.15 5.23 4.61
H 3.94 6.75 6.11
H 5.61 6.71 6.66
H 4.70 5.22 6.57
C -5.54 6.27 1.94
C -4.02 6.40 1.98
N -3.34 5.31 1.30
C -1.91 5.30 1.55
C -1.06 6.47 1.03
C -3.74 5.07 -0.08
C -3.59 6.22 -1.09
H -5.87 5.33 2.37
H -5.99 7.08 2.51
H -5.93 6.35 0.92
H -3.71 6.39 3.02
H -3.74 7.39 1.58
H -1.50 4.36 1.15
H -1.77 5.24 2.63
H -0.90 6.41 -0.05
H -0.08 6.45 1.50
H -1.51 7.43 1.26
H -4.79 4.76 -0.07
H -3.19 4.20 -0.44
H -3.91 7.17 -0.67
H -4.21 6.02 -1.96
H -2.57 6.33 -1.44
*
```

Löwdin atomic charge list, values in e, 6 entries: 0.20, -0.11, 0.06, -0.05, -0.39, -0.02

---

Entry 5:
ORCA calculation (ωB97M-V/def2-TZVPD) on a 3-piece molecular cluster, C5H3N overall at a distorted geometry.

Results
- largest force on an atom (Eh/bohr) = 0.0543
- HOMO level (spin up / spin down) (eV) = -8.712 / -8.802

Geometry as ORCA input:
```
! RIJCOSX wB97M-V def2-TZVPD def2/J DEFGRID3
* xyz 0 1
C -0.34 -0.57 1.17
C 0.76 -1.31 0.72
C -0.02 1.38 0.55
C -1.01 0.60 1.15
C 1.09 -0.11 0.19
N 1.11 1.14 -0.06
H -2.02 0.87 1.52
H 0.53 -0.82 -2.84
H -0.09 -1.18 -2.40
*
```

Löwdin atomic charge list, values in e, 6 entries: -0.03, 0.04, -0.02, -0.10, -0.18, 0.12

---

Entry 6:
ORCA calculation (ωB97M-V/def2-TZVPD) on C30H29IN2PbSi as an isolated structure at a distorted geometry.

Results
- largest force on an atom (Eh/bohr) = 0.1832
- HOMO level (spin up / spin down) (eV) = -14.007 / -14.004

Geometry as ORCA input:
```
! RIJCOSX wB97M-V def2-TZVPD def2/J DEFGRID3
* xyz 2 1
C 1.93 3.91 -0.98
C 3.05 2.02 -1.26
H 1.56 4.38 -1.93
H 3.01 4.31 -0.81
H 1.40 4.09 0.02
H 3.05 1.51 -2.28
H 3.92 2.78 -1.34
H 3.20 1.46 -0.31
C -2.61 2.03 -2.70
C -3.94 1.73 -2.96
C -4.27 0.46 -3.35
C -3.24 -0.52 -3.42
H -2.31 3.03 -2.34
H -4.69 2.55 -2.85
H -5.29 0.15 -3.61
H -3.43 -1.53 -3.68
N -1.62 1.14 -2.80
C -1.91 -0.12 -3.11
C -0.80 -1.12 -3.08
N 0.36 -0.79 -2.48
C 1.33 -1.70 -2.38
C 0.03 -3.37 -3.50
C 1.21 -3.02 -2.84
H 2.25 -1.38 -1.90
H 2.03 -3.71 -2.68
C -0.97 -2.41 -3.64
H -1.90 -2.62 -4.18
H -0.11 -4.38 -3.91
Pb 1.03 2.12 -1.18
I -1.29 3.63 0.43
C -0.62 2.97 4.69
C 0.64 3.02 4.09
C 0.96 2.15 3.04
C -0.01 1.24 2.56
C -1.26 1.17 3.20
C -1.57 2.04 4.25
Si 0.36 0.21 1.05
C 1.99 -0.73 1.52
C 3.08 -0.83 0.64
C 4.25 -1.46 1.06
C 4.31 -2.05 2.31
C 3.22 -2.00 3.17
C 2.05 -1.33 2.79
C -0.94 -0.99 0.75
C -0.73 -2.37 0.94
C -1.79 -3.29 0.85
C -3.08 -2.85 0.50
C -3.29 -1.48 0.23
C -2.22 -0.58 0.37
H -0.86 3.65 5.51
H 1.39 3.74 4.42
H 1.94 2.19 2.56
H -2.01 0.46 2.83
H -2.55 2.00 4.71
H 3.01 -0.41 -0.38
H 5.09 -1.48 0.38
H 5.22 -2.56 2.62
H 3.24 -2.47 4.14
H 1.19 -1.26 3.47
H 0.26 -2.74 1.18
H -1.62 -4.37 1.06
H -3.92 -3.57 0.44
H -4.29 -1.14 -0.07
H -2.41 0.48 0.18
*
```

Löwdin atomic charge list, values in e, 6 entries: -0.34, -0.29, 0.08, 0.11, -0.02, 0.09

---

Which of these has the lowest largest force on an atom? C30H50ClF5MoP2Si2

---

Which value of largest force on an atom does entry 3 give? 0.0419 Eh/bohr